Version one
C3H5N3OS | wB97M-V/def2-TZVPD

For the LUMO energy (alpha / beta), the calculation gives -0.42 / -1.75 eV. The highest occupied orbital energy (alpha / beta) comes out at -8.7 / -7.2 eV. The frontier orbital gap (alpha / beta) comes out at 8.255 / 5.469 eV.

Bonds (Å) are listed after each position.
Element x y z (Å)
1 C 2.46584 1.34808 -0.02631  C2 1.332, N4 1.391, H9 1.077
2 C 3.06931 0.17010 0.12172  C1 1.332, S8 1.829, H10 1.071
3 C 0.68907 0.17442 -0.79528  N4 1.239, S8 1.897
4 N 1.16904 1.28413 -0.52485  C1 1.391, C3 1.239
5 N -2.38456 -0.61339 0.14845  N6 1.297, H11 1.012, H12 1.021
6 N -2.17493 -0.31960 -1.09747  N5 1.297, H13 1.020
7 O 1.46699 -1.90298 0.70154  S8 1.474
8 S 1.98281 -1.17530 -0.47253  C2 1.829, C3 1.897, O7 1.474
9 H 2.85027 2.32216 0.22389  C1 1.077
10 H 4.06017 -0.03036 0.47390  C2 1.071
11 H -2.75344 0.14569 0.70743  N5 1.012
12 H -1.93129 -1.38862 0.63352  N5 1.021
13 H -1.64972 -1.05121 -1.57699  N6 1.020

=====

Version two
C3H5N3OS | wB97M-V/def2-TZVPD

The SMILES is [H]/N=C(/N)C(=S)C(N)=O. For the LUMO energy, the calculation gives -1.41 eV. The highest occupied orbital energy comes out at -9.2 eV. The frontier orbital gap comes out at 7.806 eV.

Bonds (Å) are listed after each position.
Element x y z (Å)
1 H -1.19214 -2.22074 -0.63747  N2 1.004
2 N -1.84966 -1.53771 -0.30642  H1 1.004, C3 1.306
3 C -1.34055 -0.36750 -0.02830  N2 1.306, N4 1.602, C5 1.525
4 N -2.23022 0.55965 0.92803  C3 1.602, H10 1.125, H11 1.223
5 C 0.05950 0.22771 -0.13816  C3 1.525, S6 1.601, C7 1.503
6 S 0.32831 1.77664 -0.44222  C5 1.601
7 C 1.25995 -0.66402 0.00820  C5 1.503, N8 1.347, O9 1.206
8 N 2.31788 -0.18079 0.68762  C7 1.347, H12 1.129, H13 0.989
9 O 1.00775 -1.77833 -0.37889  C7 1.206
10 H -2.91411 -0.23084 0.51307  N4 1.125
11 H -2.40667 1.42649 0.08361  N4 1.223
12 H 3.10406 -0.95932 0.91218  N8 1.129
13 H 2.55452 0.71958 1.02018  N8 0.989

=====

Of them, the most stable is version two and the least stable is version one.

=====

Version one
C3H5N3OS | wB97M-V/def2-TZVPD

The SMILES is N/C(C=O)=N/C=N\S. For the LUMO energy, the calculation gives -0.27 eV. The highest occupied orbital energy comes out at -8.9 eV. The frontier orbital gap comes out at 8.617 eV.

Bonds (Å) are listed after each position.
Element x y z (Å)
1 N -1.60881 1.13029 -0.99877  C2 1.298, H9 1.110, H10 1.001
2 C -0.76038 0.23298 -0.59969  N1 1.298, C3 1.508, N5 1.301
3 C 0.46472 0.04939 -1.46006  C2 1.508, O4 1.175, H11 1.126
4 O 0.60417 0.71573 -2.41737  C3 1.175
5 N -0.92438 -0.46609 0.48531  C2 1.301, C6 1.434
6 C 0.03242 -1.43979 0.92536  N5 1.434, N7 1.283, H12 1.046
7 N 1.06607 -1.27319 1.66756  C6 1.283, S8 1.786
8 S 1.36580 0.47680 1.86294  N7 1.786, H13 1.354
9 H -1.23244 2.03498 -1.51998  N1 1.110
10 H -2.25245 1.46978 -0.31207  N1 1.001
11 H 1.14824 -0.75719 -1.07370  C3 1.126
12 H -0.23130 -2.41573 0.65538  C6 1.046
13 H 2.32834 0.24203 2.78510  S8 1.354

=====

Version two
C3H5N3OS | wB97M-V/def2-TZVPD

The SMILES is Nn1cc/c(=N\S)o1. For the LUMO energy, the calculation gives 0.13 eV. The highest occupied orbital energy comes out at -8.0 eV. The frontier orbital gap comes out at 8.171 eV.

Bonds (Å) are listed after each position.
Element x y z (Å)
1 N 2.30338 -0.55900 0.40811  N2 1.367, H9 1.018, H10 1.020
2 N 1.43222 -0.22584 -0.59139  N1 1.367, C3 1.473, O8 1.544
3 C 1.02507 1.17381 -0.38069  N2 1.473, C4 1.382, H11 1.037
4 C -0.31962 1.05469 -0.08489  C3 1.382, C5 1.399, H12 1.191
5 C -0.88784 -0.20466 -0.30724  C4 1.399, N6 1.263, O8 1.435
6 N -2.02520 -0.75139 -0.26701  C5 1.263, S7 1.651
7 S -3.46442 0.03680 -0.08272  N6 1.651, H13 1.658
8 O 0.16678 -1.10762 -0.67136  N2 1.544, C5 1.435
9 H 1.94066 -0.63239 1.35630  N1 1.018
10 H 2.93517 -1.34966 0.28115  N1 1.020
11 H 1.76658 1.89597 -0.44381  C3 1.037
12 H -0.93062 2.04996 0.15086  C4 1.191
13 H -3.94217 -1.38067 0.63270  S7 1.658

=====

Of them, the most stable is version one and the least stable is version two.

=====

Version one
C4H9ClO2 | wB97M-V/def2-TZVPD

The SMILES is C[C@H](O)[C@H](O)CCl. For the LUMO energy, the calculation gives 0.61 eV. The highest occupied orbital energy comes out at -9.7 eV. The frontier orbital gap comes out at 10.361 eV.

Bonds (Å) are listed after each position.
Element x y z (Å)
1 C 0.29218 -0.08032 1.63209  C2 1.448, H8 1.108, H9 1.194, H10 1.187
2 C 0.13336 -0.68068 0.32347  C1 1.448, O3 1.598, C4 1.472, H11 1.117
3 O 1.61574 -0.69983 -0.27380  C2 1.598, H12 1.097
4 C -0.73229 -0.17738 -0.75583  C2 1.472, O5 1.330, C6 1.573, H13 0.998
5 O -0.18194 -0.75047 -1.82240  C4 1.330, H14 1.087
6 C -0.94560 1.38060 -0.76774  C4 1.573, Cl7 1.910, H15 1.272, H16 1.303
7 Cl 0.73962 2.24220 -0.51433  C6 1.910
8 H 0.77981 0.90104 1.47002  C1 1.108
9 H -0.82039 -0.02571 2.06142  C1 1.194
10 H 0.99654 -0.72339 2.33852  C1 1.187
11 H -0.02942 -1.76502 0.11037  C2 1.117
12 H 2.10053 -0.98031 0.66966  O3 1.097
13 H -1.56859 -0.65099 -0.48679  C4 0.998
14 H 0.85136 -1.08617 -1.78005  O5 1.087
15 H -2.02957 1.65328 -0.16049  C6 1.272
16 H -1.20135 1.44315 -2.04413  C6 1.303

=====

Version two
C4H9ClO2 | wB97M-V/def2-TZVPD

For the LUMO energy, the calculation gives -0.04 eV. The highest occupied orbital energy comes out at -9.2 eV. The frontier orbital gap comes out at 9.152 eV.

Bonds (Å) are listed after each position.
Element x y z (Å)
1 C -0.19277 1.31280 -1.14631  C3 1.476, H8 1.097, H9 1.093, H10 1.088
2 C -1.14633 -0.01821 1.90272  O6 1.356, H11 1.102, H12 1.100, H13 1.102
3 C -0.26821 -0.14035 -0.89902  C1 1.476, C4 1.500, H14 1.080
4 C 0.93944 -0.86772 -0.38666  C3 1.500, O5 1.382, Cl7 1.814, H15 1.100
5 O 1.68579 -1.23058 -1.49162  C4 1.382, H16 0.966
6 O -1.67583 -0.25280 0.67627  C2 1.356
7 Cl 1.94378 0.17510 0.70544  C4 1.814
8 H 0.67048 1.51334 -1.79362  C1 1.097
9 H -0.02841 1.85997 -0.21398  C1 1.093
10 H -1.10297 1.67541 -1.61916  C1 1.088
11 H -0.42136 -0.78440 2.22282  C2 1.102
12 H -1.99474 -0.05805 2.60184  C2 1.100
13 H -0.69067 0.98058 2.00121  C2 1.102
14 H -0.86944 -0.74567 -1.56049  C3 1.080
15 H 0.65529 -1.73336 0.22890  C4 1.100
16 H 2.49594 -1.68606 -1.22833  O5 0.966

=====

Of them, the most stable is version two and the least stable is version one.